No. 1
ORCA calculation (ωB97M-V/def2-TZVPD) on an isolated molecule of C2H6N4O.

Results
- frontier orbital gap (eV) = 8.9341
- LUMO energy (eV) = -0.70
- net charge = 0
- SMILES string = CN1N[C@]1(N)N=O
- energy (hartree) = -373.9213
- M (g/mol) = 102.10

Each line ends with the natural charge from an NBO analysis.
Cartesian coordinates (Å):
N (-0.13554, 0.89569, -0.23402)  -0.254
N (2.02638, -0.21952, -0.36085)  0.123
H (0.78027, -2.20437, -0.36474)  0.388
O (2.61486, 0.84302, -0.25069)  -0.253
N (0.23408, 0.63596, 1.12926)  -0.456
N (0.11824, -1.55706, 0.04213)  -0.838
H (-2.04335, 1.59681, -0.42123)  0.211
H (-1.58502, 0.32015, -1.57088)  0.213
H (0.97921, 1.28933, 1.39154)  0.366
C (-1.52192, 0.64718, -0.53516)  -0.429
H (-1.97035, -0.10234, 0.11944)  0.195
H (-0.18327, -1.88066, 0.95180)  0.389
C (0.68642, -0.26419, 0.10342)  0.346



No. 2
ORCA calculation (ωB97M-V/def2-TZVPD) on a structure of composition C12H35KN4O16SV.

Results
- frontier orbital gap (eV) = 6.2152
- LUMO energy (eV) = -6.07
- net charge = +1
- energy (hartree) = -3842.4747
- M (g/mol) = 613.53

Each line ends with the Löwdin charge.
Cartesian coordinates (Å):
H (0.78383, 1.76170, 0.88719)  0.035
N (1.78662, -3.95952, -1.15267)  -0.452
H (-3.41087, -1.41975, 3.30777)  0.086
C (2.17492, 5.14589, -1.47689)  -0.168
H (-4.22935, 1.48487, -4.38174)  0.101
H (0.38787, 4.35485, -1.52210)  0.027
O (3.46460, 0.82445, 0.92248)  0.032
H (-1.03193, -1.19139, 2.51627)  0.091
C (2.87094, 1.60842, -3.38598)  -0.135
H (-2.55102, 1.12111, -0.65005)  0.045
C (-3.85140, 1.28986, -3.38283)  0.057
O (-4.19566, 2.97619, -0.40887)  -0.286
H (1.12617, 0.91601, -0.63212)  0.079
O (0.03444, -2.77585, 3.48538)  -0.273
H (1.95323, 5.75452, -0.58933)  0.075
N (-3.27257, -0.09106, -3.37488)  -0.444
H (-1.01096, -5.93710, 2.53949)  0.075
C (5.26686, -0.70974, 1.14048)  0.080
O (-3.47670, 5.32514, -0.60487)  -0.256
H (2.10044, -2.41693, -2.38539)  0.114
C (-0.63058, 2.11104, -0.75990)  -0.525
H (1.26980, -1.96131, -0.81030)  0.074
H (2.75227, 5.85889, -2.06621)  0.087
H (2.99057, -2.39145, -0.75501)  0.095
C (-0.17262, -5.32058, 2.87970)  -0.090
V (-3.11517, 4.00900, 0.13296)  1.056
C (-3.87182, -1.05570, 2.39583)  0.019
N (-5.31751, -1.40307, 2.31081)  -0.437
O (2.36107, -4.76538, -1.83714)  0.109
C (2.05708, -2.51586, -1.30246)  0.056
H (4.85442, -0.71455, 2.14215)  0.093
H (3.23404, 2.62429, -3.23400)  0.080
H (-3.08517, 1.92464, -2.95129)  0.088
H (1.94712, -1.78883, 2.44458)  0.090
O (-3.08085, -0.65017, -2.31857)  0.045
H (5.17390, -1.61309, 0.54409)  0.094
O (-5.64197, -2.45643, 1.82075)  0.096
C (-1.57443, 1.07776, -0.17740)  -0.075
K (-0.05609, 3.43578, 3.01474)  0.900
O (-1.11537, 3.39477, -0.41689)  -0.316
H (-3.87008, 0.02247, 2.25075)  0.079
H (-1.18644, 0.06995, -0.35794)  0.089
O (0.96036, -4.20901, -0.29145)  0.043
H (3.04875, 0.95235, -2.53044)  0.041
H (2.82517, 4.31239, -1.19958)  0.065
C (0.78404, 1.86215, -0.20203)  -0.059
H (-0.52138, -2.50112, 1.51268)  0.109
H (0.27940, -4.98036, 1.95436)  0.040
H (1.22700, -0.74476, 1.13570)  0.038
H (-4.79419, 1.20795, -2.84101)  0.103
O (-3.03936, -0.59159, -4.45465)  0.086
O (-1.01066, -4.32947, 5.13179)  -0.268
H (1.57464, 2.51975, -0.56422)  0.066
H (6.30989, -0.40896, 1.10656)  0.103
O (-6.12196, -0.54494, 2.64679)  0.048
C (1.11204, -1.16752, 2.13276)  -0.063
S (-1.06711, -3.99954, 3.73772)  0.658
C (-0.20647, -1.88756, 2.36005)  -0.267
H (0.45169, -5.92492, 3.52657)  0.077
H (-0.53239, 2.01204, -1.84559)  0.133
O (4.70887, 0.51392, -0.76539)  0.076
H (1.05360, 2.31512, -3.06439)  0.024
H (3.41826, 1.10646, -4.18190)  0.085
O (-2.31502, -3.64377, 3.08996)  -0.289
H (1.09101, -0.27352, 2.76507)  0.068
O (1.47087, 1.68852, -3.65995)  -0.124
N (4.40973, 0.30006, 0.37961)  -0.433
O (0.98377, 4.79549, -2.14630)  -0.109
H (-1.60186, 1.15141, 0.91743)  0.070
H (-3.34034, -1.48442, 1.54926)  0.091



No. 3
ORCA calculation (ωB97M-V/def2-TZVPD) on a structure of composition C11H24FKN3NbO.

Results
- frontier orbital gap (eV) = 7.6509
- LUMO energy (eV) = -9.19
- net charge = +2
- energy (hartree) = -1429.3034
- M (g/mol) = 365.33

Each line ends with the natural charge from an NBO analysis.
Cartesian coordinates (Å):
C (-0.42101, -2.96813, -0.90653)  0.116
H (-0.98353, -0.15584, -2.84079)  0.211
H (-1.05183, 3.90463, -2.61572)  0.230
Nb (-0.08287, 0.00641, 0.06052)  2.158
H (-1.00816, -2.71209, 1.16650)  0.241
C (-1.14783, -1.20830, -2.59723)  -0.450
H (0.31916, 3.00219, -3.29820)  0.212
H (2.25169, 2.35197, -1.81485)  0.182
H (0.18525, 4.97375, -0.08946)  0.255
H (-0.67473, -1.81020, -3.37440)  0.231
H (0.67473, -3.35746, -2.78425)  0.221
C (0.75760, -3.53142, -1.70600)  -0.624
C (-0.22882, 3.95569, 0.00148)  -0.628
C (0.32927, 3.06815, -1.11798)  0.106
H (0.06096, 3.56594, 0.98748)  0.221
H (-1.64649, -4.73051, -0.89877)  0.256
C (-1.74598, 1.61794, -1.42221)  -0.440
H (2.09487, 2.39252, -0.02998)  0.214
C (-1.72030, -3.69244, -1.26111)  -0.639
H (-1.91372, -3.74255, -2.33603)  0.232
F (-0.37121, -0.08254, 1.90074)  -0.501
H (0.03525, -4.10809, 0.84067)  0.276
H (-1.31684, 4.03485, -0.02849)  0.223
C (-0.14776, -3.05842, 0.57596)  -0.647
H (-2.57795, -3.23000, -0.76878)  0.230
H (-2.35027, 2.37507, -0.92620)  0.252
H (2.30332, 3.89768, -0.95863)  0.266
C (0.00729, 3.67107, -2.49070)  -0.628
N (1.87134, -0.29530, 0.36365)  -0.856
H (-2.12298, 0.63153, -1.13996)  0.200
K (2.60296, -0.57256, -2.04891)  0.973
C (1.82584, 2.90305, -0.96547)  -0.614
N (-0.54295, -1.49200, -1.25481)  -0.634
H (0.56430, 4.61407, -2.60393)  0.258
H (1.71574, -3.11910, -1.34251)  0.178
O (3.96711, -1.21248, -0.02684)  -0.502
H (-1.84238, 1.71816, -2.51276)  0.253
C (2.91816, -0.89705, 0.56615)  0.883
H (0.75032, -2.49135, 0.87700)  0.201
H (0.81851, -4.62116, -1.55028)  0.269
N (-0.27568, 1.70629, -1.00883)  -0.630
H (-2.23399, -1.39540, -2.60380)  0.244



No. 4
ORCA calculation (ωB97M-V/def2-TZVPD) on an isolated molecule of C5H5NO.

Results
- frontier orbital gap (eV) = 10.8035
- LUMO energy (eV) = 0.57
- net charge = 0
- SMILES string = N#C[C@@H]1C[C@@H]1C=O
- energy (hartree) = -323.4606
- M (g/mol) = 95.10

Each line ends with the natural charge from an NBO analysis.
Cartesian coordinates (Å):
C (0.89580, 0.74676, 0.47056)  -0.366
C (-1.02175, -0.88416, 0.84824)  0.437
O (-1.77296, -1.19869, 1.73182)  -0.490
C (0.17506, 0.49136, -0.82278)  -0.337
H (-1.24714, 1.35107, 0.69266)  0.253
H (0.03087, 1.29026, -1.54113)  0.268
N (0.87184, -1.57453, -2.21830)  -0.298
C (-0.59200, 0.50518, 0.48226)  -0.318
H (-0.56343, -1.62379, 0.13062)  0.120
H (1.52952, -0.03941, 0.87960)  0.237
H (1.25615, 1.75902, 0.62757)  0.241
C (0.47824, -0.74602, -1.51418)  0.254



No. 5
ORCA calculation (ωB97M-V/def2-TZVPD) on the ion C5H8N3OS with charge +1.

Results
- frontier orbital gap (alpha / beta) (eV) = 5.7661 / 5.5480
- multiplicity = 3
- LUMO energy (alpha / beta) (eV) = -4.10 / -8.12
- net charge = +1
- energy (hartree) = -832.6121
- M (g/mol) = 158.21
- expectation value of S² = 2.02

Each line ends with the natural charge from an NBO analysis.
Cartesian coordinates (Å):
H (2.41982, -2.25339, -0.37917)  0.246
C (2.00557, 1.12302, 0.48679)  0.056
H (3.72038, -0.07586, 0.54388)  0.247
C (-1.38149, 0.00578, -0.07942)  0.271
H (-2.86626, 1.35735, -0.02317)  0.383
S (-1.95225, -0.29223, 1.74765)  0.470
H (-3.16967, 0.33566, 1.50399)  0.134
C (2.02886, -1.20136, -0.10958)  0.138
C (0.04213, 0.12873, -0.03927)  0.214
N (0.72000, -1.16234, -0.32479)  -0.535
N (-2.05653, 1.06178, -0.58396)  -0.802
H (-2.51545, -1.01369, -1.34142)  0.519
H (0.14384, -1.89729, -0.67336)  0.451
H (2.61643, 2.06341, 0.34954)  0.229
O (-1.71040, -1.15267, -0.81653)  -0.714
N (0.67923, 1.18525, 0.31017)  -0.413
H (-1.42854, 1.83629, -0.91575)  0.441
C (2.70435, -0.04843, 0.34439)  -0.335



No. 6
ORCA calculation (ωB97M-V/def2-TZVPD) on a structure of composition C32H27IrN3O6PS.

Results
- frontier orbital gap (alpha / beta) (eV) = 6.7346 / 6.6966
- multiplicity = 2
- LUMO energy (alpha / beta) (eV) = -3.73 / -3.77
- net charge = +1
- energy (hartree) = -2695.0016
- M (g/mol) = 804.84
- expectation value of S² = 0.75

Each line ends with the Löwdin charge.
Cartesian coordinates (Å):
C (-0.33629, 5.34040, 3.42868)  -0.030
C (0.19065, -2.71227, -0.04834)  -0.403
C (4.91598, 4.26263, 0.03594)  -0.054
C (1.56152, 0.27011, -1.19741)  -0.048
C (5.29056, 2.00067, 0.75379)  -0.046
C (-0.56250, 3.74399, -1.58364)  -0.093
H (6.84134, 3.46374, 0.53242)  0.115
H (2.34258, -3.35086, 1.28952)  0.116
O (-0.44539, -4.87626, -1.98000)  0.074
C (0.61392, -4.94058, -1.16194)  -0.258
C (0.23996, 4.93714, 1.12046)  -0.058
H (-5.30329, 2.83271, -1.16357)  0.121
C (5.78262, 3.26008, 0.44433)  -0.051
H (2.20528, -0.25921, -0.50010)  0.087
C (2.87130, -5.25565, 0.47117)  -0.077
C (1.65742, 3.59436, -2.48335)  -0.077
H (3.10563, -7.14207, -0.53412)  0.111
C (-0.09607, 4.00674, 3.72909)  -0.020
H (-0.90516, -4.02479, -1.83021)  0.070
C (2.50974, -6.24266, -0.44908)  -0.059
S (0.66317, 1.46829, 3.01341)  0.547
H (1.11065, -6.85074, -1.96318)  0.123
C (-2.87434, 1.98742, 1.02007)  -0.099
N (-1.41039, -1.29585, -0.59614)  -0.198
C (-3.92060, 2.71154, 0.47695)  -0.033
H (2.70568, 3.34416, -2.38664)  0.107
Ir (-0.81139, -0.30053, 0.96443)  1.333
O (-0.64495, 0.77147, 2.87909)  -0.430
C (-4.00007, 1.14132, -1.32784)  0.004
H (2.14245, 0.84578, -1.91755)  0.095
H (3.74329, -5.38278, 1.09658)  0.105
C (1.40141, -6.09130, -1.25071)  -0.004
C (0.47420, 3.59073, 1.39998)  -0.220
C (0.96298, -3.94011, -0.23006)  -0.083
O (0.53840, -1.90101, 0.88437)  -0.160
O (1.33864, 1.27675, 4.24889)  -0.218
H (-2.77723, -1.28699, -2.15200)  0.140
C (-0.16076, 5.79929, 2.13200)  -0.036
C (-2.95321, 0.44914, -0.73508)  -0.229
H (1.88071, 4.19890, -4.52504)  0.114
C (-0.14604, 4.39978, -3.85669)  -0.060
H (-4.28816, 3.58749, 0.99137)  0.117
H (-0.64505, 6.02260, 4.20881)  0.121
H (0.37709, 5.32621, 0.12234)  0.109
H (-4.42060, 0.77617, -2.25418)  0.126
C (3.56125, 4.00120, -0.07844)  -0.085
P (1.27132, 2.54601, 0.12361)  1.028
C (-4.48470, 2.28466, -0.71721)  -0.034
O (0.65854, 1.14612, -0.47268)  -0.388
C (1.19155, 4.07715, -3.70021)  -0.055
H (-0.19729, 3.62783, 4.73750)  0.133
H (-1.26713, 3.60246, -0.76979)  0.097
C (-2.39457, -0.79057, -1.27107)  -0.029
H (-0.32741, 6.84251, 1.90047)  0.118
C (0.31012, 3.16091, 2.71630)  -0.259
O (1.48069, 1.19515, 1.79951)  -0.416
C (2.09819, -4.12507, 0.57571)  -0.020
H (-0.50579, 4.78209, -4.80244)  0.112
H (-2.40320, 2.26238, 1.95360)  0.110
N (-2.39732, 0.89145, 0.42974)  -0.059
C (0.79067, 3.44200, -1.40446)  -0.281
C (3.05982, 2.73357, 0.22672)  -0.262
H (-2.07337, 4.46909, -2.91094)  0.110
H (0.92374, -0.43639, -1.72188)  0.091
H (5.96191, 1.22139, 1.08722)  0.116
H (3.56315, 0.76623, 0.94874)  0.103
H (2.89636, 4.79470, -0.39543)  0.109
C (3.93393, 1.73674, 0.66237)  -0.055
H (5.29198, 5.24955, -0.19632)  0.115
C (-1.02529, 4.22621, -2.79450)  -0.060
N (-0.81815, -2.46530, -0.90481)  0.065